{"formula": "C52H80ClN9O2PS", "method": "ωB97M-V/def2-TZVPD", "species": ["C", "C", "C", "C", "C", "C", "C", "C", "C", "P", "C", "C", "C", "C", "C", "C", "N", "N", "C", "C", "C", "C", "C", "C", "C", "C", "C", "S", "O", "O", "Cl", "H", "H", "H", "H", "H", "H", "H", "H", "H", "H", "H", "H", "H", "H", "H", "H", "H", "H", "H", "H", "H", "H", "H", "H", "H", "H", "H", "H", "H", "H", "H", "H", "H", "H", "H", "H", "H", "H", "H", "H", "H", "H", "H", "H", "H", "N", "C", "C", "C", "C", "H", "H", "H", "H", "H", "N", "C", "C", "C", "C", "H", "H", "H", "H", "H", "N", "C", "C", "C", "C", "H", "H", "H", "H", "H", "N", "C", "C", "C", "C", "H", "H", "H", "H", "H", "N", "C", "C", "C", "C", "H", "H", "H", "H", "H", "N", "C", "C", "C", "C", "H", "H", "H", "H", "H", "N", "C", "C", "C", "C", "H", "H", "H", "H", "H"], "coordinates": [[4.63971, -3.43783, 0.44125], [5.56840, -2.23281, 0.59507], [4.92274, -1.06809, 1.35072], [3.82302, -0.41608, 0.51282], [3.08579, 0.67403, 1.28911], [2.35527, 1.71236, 0.42169], [0.89006, 1.36149, 0.01871], [0.42024, -0.01275, 0.36042], [-0.28645, -0.29429, 1.52386], [-0.75769, 0.90419, 2.83415], [0.44940, 2.25000, 3.02735], [-2.41913, 1.59415, 2.46791], [-0.71569, -1.64358, 1.71550], [-1.54858, -2.02213, 2.93080], [-1.86789, -3.50961, 3.01646], [-3.13394, -3.85344, 2.20359], [-0.45148, -2.63819, 0.90006], [0.25573, -2.32979, -0.18821], [0.53678, -3.50492, -1.03194], [-0.37801, -3.60811, -2.27779], [-0.92380, -5.01954, -2.44138], [-2.21759, -5.26784, -1.62369], [0.67291, -1.11529, -0.51403], [1.40220, -0.87723, -1.81396], [0.44973, -0.51037, -3.00121], [0.66840, 0.90504, -3.57425], [-0.58851, 1.74519, -3.29203], [-0.49047, 3.48500, -3.73761], [-1.64072, 3.79577, -4.51934], [-0.33015, 4.22875, -2.52796], [1.18684, 3.67635, -4.86836], [5.19623, -4.37146, 0.40166], [4.04881, -3.41027, -0.47403], [3.98273, -3.52013, 1.30815], [5.95329, -1.91257, -0.37276], [6.42645, -2.54909, 1.18788], [5.70020, -0.35510, 1.61446], [4.43486, -1.49813, 2.22750], [4.28007, 0.02887, -0.37386], [3.16211, -1.22862, 0.20759], [3.86758, 1.21639, 1.82656], [2.45304, 0.23926, 2.06219], [2.34736, 2.64545, 0.97789], [2.94715, 1.89901, -0.47190], [0.17885, 2.09079, 0.39373], [0.84024, 1.45771, -1.05662], [0.41480, 3.03519, 2.27297], [1.44648, 1.82781, 3.09865], [0.26076, 2.74844, 3.97538], [-3.07673, 1.28415, 3.27676], [-2.40041, 2.68151, 2.50343], [-2.86898, 1.22877, 1.54845], [-1.03652, -1.62946, 3.80577], [-2.47662, -1.45226, 2.84127], [-2.09811, -3.71049, 4.06284], [-1.02830, -4.14245, 2.75237], [-4.02414, -3.84121, 2.82608], [-3.04997, -4.82024, 1.71957], [-3.29012, -3.08346, 1.44689], [0.32874, -4.38725, -0.43754], [1.59046, -3.56019, -1.28146], [0.24621, -3.37825, -3.14071], [-1.15648, -2.85085, -2.21058], [-0.15630, -5.75004, -2.19019], [-1.13067, -5.17969, -3.49806], [-2.11076, -6.21594, -1.10728], [-2.31588, -4.46105, -0.89870], [-3.08303, -5.26847, -2.27617], [2.01654, -0.00297, -1.64952], [2.09973, -1.66431, -2.07803], [0.62071, -1.23826, -3.78796], [-0.59282, -0.62252, -2.71230], [0.75387, 0.86117, -4.65585], [1.56069, 1.39176, -3.18652], [-1.42055, 1.31582, -3.84233], [-0.86116, 1.73083, -2.24107], [-4.21283, 4.62036, 0.81543], [-4.75159, 5.40514, 1.80157], [-4.20015, 6.65213, 1.69023], [-3.29692, 6.62173, 0.59263], [-3.32718, 5.35723, 0.07150], [-4.43347, 3.65557, 0.66025], [-5.47525, 5.00932, 2.49343], [-4.41846, 7.49482, 2.32401], [-2.69465, 7.43677, 0.22862], [-2.79770, 4.92048, -0.75892], [3.67443, 4.83756, 3.13356], [4.16217, 5.64305, 4.12692], [4.09740, 6.93740, 3.67791], [3.54363, 6.90588, 2.36671], [3.29243, 5.59771, 2.06300], [3.60143, 3.83878, 3.17697], [4.50810, 5.23093, 5.05910], [4.40772, 7.81028, 4.22782], [3.34955, 7.74879, 1.72311], [2.87250, 5.14242, 1.18170], [2.93470, 10.35967, -0.82925], [3.81917, 9.70024, -1.63792], [3.15998, 8.64299, -2.20616], [1.82245, 8.66838, -1.72327], [1.71611, 9.74068, -0.87805], [3.14703, 11.17376, -0.28336], [4.83599, 10.03832, -1.73921], [3.58729, 7.93186, -2.89312], [1.03092, 7.98009, -1.96962], [0.88220, 10.11503, -0.30896], [-4.11624, -7.15983, -4.90513], [-4.27628, -6.55194, -6.12083], [-3.05169, -6.50515, -6.73135], [-2.11666, -7.11292, -5.84899], [-2.80434, -7.51038, -4.73464], [-4.84979, -7.32576, -4.24162], [-5.24294, -6.20730, -6.44528], [-2.84859, -6.08437, -7.70176], [-1.06026, -7.24877, -6.01383], [-2.47391, -8.00925, -3.83929], [1.85508, -7.76291, -5.88891], [2.18794, -6.92015, -4.86410], [2.41239, -7.68347, -3.74918], [2.20866, -9.04132, -4.11834], [1.86808, -9.05632, -5.44397], [1.63456, -7.47514, -6.82416], [2.23683, -5.85541, -5.01717], [2.69423, -7.31269, -2.77733], [2.30356, -9.90607, -3.48380], [1.63470, -9.87234, -6.10565], [0.55947, 8.04242, 4.22412], [-0.22013, 8.46367, 5.26628], [-1.33286, 9.06703, 4.74267], [-1.22124, 9.00252, 3.32701], [-0.04481, 8.36200, 3.04062], [1.44282, 7.56913, 4.31213], [0.08282, 8.30048, 6.28635], [-2.13685, 9.50542, 5.30969], [-1.92412, 9.38192, 2.60404], [0.41597, 8.10763, 2.10065], [-4.93611, -6.17763, 4.93340], [-4.00030, -6.78624, 4.14065], [-4.59954, -7.85175, 3.52550], [-5.95262, -7.88508, 3.96031], [-6.12917, -6.84042, 4.82604], [-4.77390, -5.37166, 5.50694], [-2.99229, -6.41149, 4.08504], [-4.12322, -8.53273, 2.84026], [-6.70764, -8.59618, 3.67104], [-6.99612, -6.51358, 5.37369]], "forces_ev_per_angstrom": [[0.1, -0.1, -0.1], [0.1, -0.2, 0.5], [-0.4, -0.5, -0.9], [0.2, 0.0, 0.4], [0.5, 0.3, -0.3], [-0.3, -0.4, 0.6], [0.3, 0.1, -0.6], [-0.3, -1.0, 0.5], [-0.1, 0.6, -1.1], [0.2, -0.9, 1.7], [-0.1, 0.6, -0.7], [-0.1, -0.1, 0.0], [-0.6, -0.3, 0.8], [0.5, -0.1, -0.7], [-1.0, 0.1, 0.5], [0.4, 0.3, -0.1], [0.3, 0.9, -0.2], [0.3, -0.3, -0.1], [-0.6, -0.7, -0.3], [1.1, 0.1, 0.0], [-0.7, 0.1, -0.3], [1.1, 0.2, -0.2], [0.5, 0.6, -0.1], [-0.5, 0.6, -0.1], [0.6, -0.2, 0.0], [-0.8, 0.1, 0.1], [0.7, -0.5, -0.4], [-1.6, 0.4, 0.8], [0.3, -0.2, -0.7], [0.9, -0.1, 0.1], [-0.1, 0.0, 0.1], [0.1, 0.0, -0.1], [-0.2, 0.1, 0.0], [-0.2, 0.0, 0.0], [0.0, 0.1, -0.1], [0.1, 0.0, -0.1], [-0.1, 0.2, 0.3], [0.3, 0.2, 0.4], [-0.1, -0.1, -0.2], [-0.2, 0.1, -0.2], [0.0, 0.1, 0.1], [-0.2, -0.1, 0.0], [-0.2, 0.2, -0.1], [0.0, 0.0, -0.1], [0.0, 0.0, 0.2], [-0.1, 0.2, -0.2], [0.2, 0.0, -0.1], [0.1, -0.1, -0.1], [-0.2, -0.2, 0.2], [0.0, -0.1, 0.1], [0.1, 0.1, -0.3], [0.1, 0.2, -0.2], [0.0, 0.0, 0.1], [-0.1, 0.0, 0.2], [0.2, -0.1, 0.1], [0.2, 0.1, -0.1], [-0.1, -0.1, 0.1], [-0.2, -0.1, -0.1], [0.0, -0.1, -0.3], [0.0, 0.2, 0.5], [0.1, 0.3, 0.0], [-0.1, 0.2, -0.2], [-0.2, -0.1, -0.1], [0.1, 0.0, 0.1], [0.0, -0.1, -0.1], [-0.4, -0.1, 0.1], [-0.2, -0.1, 0.3], [-0.2, -0.1, 0.0], [0.3, 0.0, 0.1], [-0.2, -0.3, 0.0], [-0.1, -0.1, -0.1], [-0.1, -0.1, 0.1], [0.3, -0.1, -0.1], [0.1, -0.1, 0.0], [-0.1, 0.2, -0.2], [0.0, 0.3, 0.2], [0.1, 0.0, 0.0], [0.0, 0.0, 0.0], [0.0, 0.0, 0.0], [0.0, 0.0, 0.0], [0.0, -0.1, 0.0], [-0.1, 0.0, -0.1], [0.0, 0.0, 0.0], [0.0, 0.0, 0.0], [0.0, 0.0, 0.0], [0.0, 0.0, 0.0], [0.0, -0.1, 0.1], [0.0, 0.0, 0.0], [-0.1, 0.0, 0.0], [0.0, 0.2, 0.0], [-0.1, -0.1, -0.1], [0.1, 0.0, 0.1], [0.0, 0.0, 0.0], [0.0, 0.0, 0.0], [0.0, 0.0, 0.0], [0.0, 0.1, 0.0], [0.0, -0.1, 0.0], [0.0, 0.0, 0.0], [0.0, 0.0, 0.0], [0.0, 0.0, 0.0], [0.0, 0.0, 0.1], [0.0, 0.0, 0.0], [0.0, 0.0, 0.0], [0.0, 0.0, 0.0], [0.0, 0.0, 0.0], [0.0, 0.0, 0.0], [0.0, 0.0, 0.0], [0.0, 0.0, 0.1], [0.0, 0.0, 0.0], [0.1, 0.0, 0.0], [0.0, 0.0, 0.1], [0.0, -0.1, 0.0], [0.0, 0.0, 0.0], [0.0, 0.0, 0.0], [0.0, 0.0, 0.0], [0.0, 0.0, 0.0], [0.0, 0.0, 0.1], [-0.1, 0.0, 0.0], [0.0, 0.0, 0.0], [0.0, 0.0, 0.0], [0.0, 0.0, 0.0], [0.0, 0.0, 0.0], [0.0, 0.0, 0.0], [0.0, 0.0, 0.0], [0.0, 0.0, 0.0], [0.0, 0.0, 0.0], [0.0, -0.1, 0.1], [0.0, 0.0, 0.0], [0.0, 0.0, 0.0], [0.0, 0.0, 0.0], [0.1, 0.0, -0.1], [0.0, 0.0, -0.1], [0.0, 0.0, 0.0], [0.0, 0.0, 0.0], [0.0, 0.0, 0.0], [0.0, 0.0, 0.0], [0.0, 0.0, -0.1], [0.0, 0.0, 0.0], [0.0, 0.0, 0.0], [0.0, 0.0, 0.0], [0.0, 0.0, 0.0], [0.0, 0.0, 0.0], [0.0, 0.0, 0.0], [0.0, 0.0, 0.0], [0.0, 0.0, 0.0], [0.0, 0.0, 0.0]], "max_force_ha_per_bohr": 0.0380, "e_homo_ev": -9.3, "homo_lumo_gap_ev": 5.36, "total_charge": 1}